Entry from OMol25: 7 unconnected molecules or ions with the total composition C17H29ClN3O14PS (ωB97M-V with the def2-TZVPD basis set).

The geometry in XYZ format:
```
66
Properties=species:S:1:pos:R:3:forces:R:3
N 1.315202 2.729781 4.386075 -8.61 5.96 -6.14
C 0.405087 3.390408 3.699914 6.21 -2.79 2.99
O -0.336288 4.268661 2.734772 2.55 -5.06 0.54
C -0.370818 3.420889 1.500849 -0.81 -2.52 -2.46
C -1.677051 2.450837 1.300301 3.43 0.00 -2.78
C -1.678570 1.506752 -0.039970 1.94 1.86 1.28
C -0.460304 1.481594 -1.147943 -0.57 1.35 2.53
Cl -0.648441 0.291462 -2.570050 0.48 2.39 2.56
C 0.861213 2.443693 -0.963556 -2.91 0.22 2.79
N 2.046047 2.464506 -1.903966 -5.00 2.31 -4.90
C 1.644780 2.791297 -3.205646 1.03 -4.08 1.03
S 1.328540 2.525752 -4.890226 1.16 1.52 5.88
C 0.874732 3.415151 0.391027 -2.35 -2.37 -0.40
P 2.358394 4.585740 0.805151 -0.72 4.94 2.66
O 1.814592 5.965076 1.403931 1.73 -5.12 -2.30
O 3.342839 4.965956 -0.580423 -2.14 -1.36 1.83
O 3.236255 3.796503 2.111980 -0.86 2.51 -2.59
C -3.074578 0.651651 0.048321 -1.10 -2.42 -2.30
O -3.564997 -0.291151 -0.760186 3.12 6.36 5.52
N -3.760222 1.173105 1.328357 0.02 1.47 -0.70
C -5.246117 1.434898 1.206180 -0.93 -0.76 1.76
O -5.631166 2.143131 -0.031160 3.66 -4.24 0.24
O -6.394520 3.123107 0.383900 -2.86 5.90 0.52
C -3.019369 2.190275 2.204681 0.41 1.20 2.13
O -3.328645 2.703537 3.398485 1.58 -3.52 -8.02
H 2.802069 5.336688 -1.337988 0.53 -0.60 1.46
H 3.532054 4.558442 2.725698 -0.80 -1.42 -1.45
H -5.854932 0.430295 1.321537 1.44 2.05 -0.52
H -5.534895 2.149812 2.106537 0.68 -1.66 -1.93
H -6.030663 4.008875 0.026240 -0.36 -2.11 0.64
C 1.969043 0.181579 -7.884223 0.06 -0.07 -0.21
O 1.252778 1.402712 -7.890547 -0.22 0.45 -0.29
H 2.096390 -0.150333 -6.851186 -0.07 0.12 -0.14
H 1.408553 -0.573483 -8.440783 0.17 -0.18 0.08
H 2.950820 0.331558 -8.340148 0.07 -0.25 0.07
H 1.155293 1.672142 -8.819716 -0.01 -0.04 0.61
C -7.823767 0.639297 3.732293 0.05 0.08 0.18
O -6.621805 -0.108720 3.731114 0.48 -0.07 0.29
H -8.408999 0.372819 2.849094 0.16 -0.02 0.12
H -8.398548 0.405515 4.631737 -0.21 0.16 -0.09
H -7.589974 1.706424 3.703480 -0.27 0.10 -0.02
H -6.124030 0.148841 4.525678 -0.19 -0.22 -0.49
C -0.539700 -3.267190 -1.151784 0.16 -0.11 -0.02
O 0.465544 -2.335125 -1.505310 0.41 0.03 -0.15
H -1.404604 -2.725956 -0.761201 0.13 0.02 -0.10
H -0.837468 -3.836125 -2.035907 -0.21 -0.14 0.13
H -0.157375 -3.942607 -0.382441 -0.19 -0.14 0.01
H 1.219608 -2.844264 -1.848261 -0.10 0.25 0.39
C 4.118013 -3.792302 -0.089080 0.42 -0.13 0.53
O 3.175865 -4.163910 -1.078275 -0.42 -0.45 -0.90
H 3.687564 -3.004472 0.533484 0.13 -0.35 -0.38
H 4.353926 -4.658242 0.534233 0.15 0.19 -0.01
H 5.025062 -3.418555 -0.570560 0.15 0.08 0.13
H 3.585575 -4.863787 -1.614708 -0.34 0.42 0.31
C 3.035112 -0.124513 1.224675 -0.22 0.03 0.05
O 2.601480 -1.429940 0.889913 -0.67 0.21 0.04
H 4.096531 -0.157539 1.481283 -0.16 -0.06 -0.05
H 2.889840 0.539272 0.368922 0.13 0.22 0.06
H 2.466056 0.240519 2.083265 0.16 0.26 0.03
H 1.656984 -1.369067 0.667037 0.46 -0.24 -0.11
C 3.960300 -7.272190 2.238216 0.09 -0.16 -0.03
O 4.965544 -6.340125 1.884690 0.58 -0.11 -0.16
H 3.095396 -6.730956 2.628799 0.20 0.00 -0.09
H 3.662532 -7.841125 1.354093 -0.21 -0.14 0.13
H 4.342625 -7.947607 3.007559 -0.24 -0.12 0.03
H 5.719608 -6.849264 1.541739 -0.38 0.39 0.21
```
Positions in Å, forces in eV/Å.

HOMO energy: -9.61 eV
Lowest unoccupied orbital energy: -2.490 eV
DFT total energy: -3081.78159 hartree

The Löwdin scheme yields these atomic charges, measured in e: number 1, N, carries 0.132; number 2, C, carries -0.124; number 3, O, carries -0.063; number 4, C, carries -0.068; number 5, C, carries 0.075; number 6, C, carries 0.017; number 7, C, carries -0.363; number 8, Cl, carries 0.613; number 9, C, carries -0.174; number 10, N, carries 0.015; number 11, C, carries -0.509; number 12, S, carries 0.683; number 13, C, carries -0.045; number 14, P, carries 0.735; number 15, O, carries -0.385; number 16, O, carries -0.218; number 17, O, carries -0.231; number 18, C, carries -0.186; number 19, O, carries 0.011; number 20, N, carries 0.023; number 21, C, carries -0.118; number 22, O, carries -0.167; number 23, O, carries -0.086; number 24, C, carries -0.179; number 25, O, carries 0.013; number 26, H, carries 0.089; number 27, H, carries 0.110; number 28, H, carries 0.156; number 29, H, carries 0.151; number 30, H, carries 0.158; number 31, C, carries -0.168; number 32, O, carries -0.182; number 33, H, carries 0.073; number 34, H, carries 0.078; number 35, H, carries 0.079; number 36, H, carries 0.087; number 37, C, carries -0.166; number 38, O, carries -0.144; number 39, H, carries 0.083; number 40, H, carries 0.076; number 41, H, carries 0.073; number 42, H, carries 0.090; number 43, C, carries -0.156; number 44, O, carries -0.194; number 45, H, carries 0.071; number 46, H, carries 0.077; number 47, H, carries 0.078; number 48, H, carries 0.066; number 49, C, carries -0.149; number 50, O, carries -0.134; number 51, H, carries 0.053; number 52, H, carries 0.053; number 53, H, carries 0.080; number 54, H, carries 0.081; number 55, C, carries -0.140; number 56, O, carries -0.151; number 57, H, carries 0.087; number 58, H, carries 0.061; number 59, H, carries 0.076; number 60, H, carries 0.079; number 61, C, carries -0.159; number 62, O, carries -0.145; number 63, H, carries 0.083; number 64, H, carries 0.076; number 65, H, carries 0.075; number 66, H, carries 0.088